DFT (ωB97M-V/def2-TZVPD) results for C36H72I2NO27PS as an isolated structure in a non-equilibrium geometry.

Geometry as XYZ:
```
140
Properties=species:S:1:pos:R:3:forces:R:3:lowdin_charge:R:1
C 3.7676 3.2656 2.8471 0.3 -0.2 0.3 -0.17
C 4.8393 3.0852 1.7840 -0.2 0.3 -0.1 -0.53
S 4.9588 1.4548 1.0036 0.0 -0.2 0.2 0.80
C 3.2543 0.9857 0.6384 -0.1 0.0 -0.3 -0.66
P 2.3421 0.2583 2.0898 0.0 -0.1 1.1 0.76
N 0.8293 0.0770 1.3387 0.6 0.6 -1.7 -0.18
C -0.0291 1.0030 1.1943 -0.2 -0.2 0.7 -0.47
C -0.6125 1.7609 2.3711 0.2 0.1 -0.1 -0.04
C -0.5742 1.3482 -0.1611 -0.6 -0.5 0.0 -0.03
C 2.8231 -1.5431 2.0205 0.3 0.3 0.0 -0.99
I 1.4040 -2.4737 3.3294 -0.1 -0.1 -0.1 0.80
C 4.2369 -1.9655 2.4228 -0.1 -0.2 -0.3 -0.91
C 5.2462 -1.8436 1.2657 -0.1 0.0 0.1 -0.18
I 4.9452 -1.0493 4.2337 0.0 0.0 0.0 0.78
H 2.7710 3.0223 2.4826 0.0 0.2 0.0 0.03
H 3.9667 2.6110 3.6976 -0.1 -0.1 0.0 0.06
H 3.7933 4.2957 3.2061 -0.1 0.0 -0.1 0.07
H 4.7278 3.8498 1.0125 0.0 -0.1 0.0 0.06
H 5.8208 3.2183 2.2439 0.0 0.0 -0.1 0.07
H 2.7037 1.8593 0.2786 -0.1 0.0 0.1 0.04
H 3.2912 0.2832 -0.1984 0.0 0.0 0.0 0.04
H -1.5865 2.1882 2.1364 0.0 0.1 0.0 0.07
H 0.0711 2.5659 2.6573 -0.1 0.0 0.0 0.08
H -0.7105 1.0803 3.2146 0.1 0.1 0.1 0.08
H -1.4220 0.6812 -0.3610 0.0 0.0 -0.1 0.08
H 0.1590 1.1778 -0.9454 0.1 0.0 0.1 0.08
H -0.9849 2.3570 -0.1902 0.2 0.1 0.0 0.08
H 2.6461 -1.9265 1.0124 -0.2 -0.1 0.1 0.05
H 4.1847 -3.0151 2.6971 0.0 0.1 0.2 0.03
H 6.1843 -1.3969 1.5816 0.0 0.0 0.0 0.03
H 5.4618 -2.8387 0.8724 0.0 0.0 0.0 0.08
H 4.8445 -1.2517 0.4465 0.0 0.1 0.0 0.04
C -4.9797 1.1004 -5.1017 0.0 0.1 -0.2 -0.02
O -4.1880 0.9584 -3.9122 0.0 0.0 0.0 0.01
C -4.3568 -0.1954 -3.2770 0.0 0.0 -0.1 -0.62
O -5.1046 -1.0801 -3.6120 0.0 0.0 0.1 0.11
O -3.5589 -0.2155 -2.2117 0.0 0.0 0.0 0.00
C -3.6409 -1.4162 -1.4339 0.0 -0.1 0.2 -0.03
H -4.7438 2.0791 -5.5077 0.0 0.0 0.1 0.09
H -4.7275 0.3260 -5.8244 0.0 0.0 0.0 0.09
H -6.0399 1.0519 -4.8611 0.0 0.0 0.0 0.10
H -3.3500 -2.2804 -2.0278 -0.1 0.0 -0.1 0.10
H -4.6456 -1.5540 -1.0390 0.0 0.0 0.0 0.09
H -2.9433 -1.2910 -0.6108 0.0 0.1 0.0 0.08
C -6.6729 -0.3615 3.9959 0.0 0.0 0.1 -0.03
O -7.8697 -0.6843 3.2774 0.0 0.0 0.0 -0.01
C -7.6700 -1.0368 2.0089 0.0 0.0 0.0 -0.65
O -6.6041 -1.0938 1.4527 0.1 0.0 0.0 0.12
O -8.8500 -1.3211 1.4609 0.0 0.0 0.0 -0.01
C -8.7793 -1.7251 0.0868 -0.1 0.0 -0.1 -0.03
H -6.9948 -0.0972 4.9983 0.0 0.0 0.0 0.10
H -6.0062 -1.2211 4.0322 0.0 0.0 0.0 0.10
H -6.1643 0.4808 3.5313 0.0 0.0 0.0 0.10
H -8.1825 -2.6297 -0.0151 0.0 0.0 0.0 0.10
H -8.3518 -0.9319 -0.5231 0.0 0.0 0.0 0.10
H -9.8038 -1.9183 -0.2146 0.0 0.0 0.0 0.09
C -8.5466 -3.8988 3.6854 -0.1 0.0 0.0 -0.02
O -7.4927 -4.5459 4.4066 0.0 0.0 0.0 0.01
C -6.9528 -5.5833 3.7671 0.0 0.0 0.0 -0.62
O -7.2789 -5.9878 2.6815 0.0 0.0 0.0 0.13
O -5.9905 -6.0923 4.5339 0.0 0.0 0.0 0.01
C -5.3181 -7.2201 3.9643 0.1 -0.1 0.0 -0.03
H -8.8840 -3.0770 4.3082 0.1 0.0 0.0 0.10
H -8.1758 -3.5172 2.7376 0.0 -0.1 0.0 0.08
H -9.3697 -4.5877 3.5042 0.0 0.0 0.0 0.10
H -4.8281 -6.9466 3.0322 -0.1 0.0 0.0 0.10
H -6.0166 -8.0364 3.7922 0.0 0.0 -0.1 0.10
H -4.5681 -7.5278 4.6867 0.0 0.1 0.1 0.09
C -8.6659 4.7813 -7.1463 -0.1 0.0 0.0 -0.04
O -7.7746 5.8943 -7.2726 0.0 0.0 0.0 0.01
C -6.5345 5.6547 -6.8530 0.0 0.0 0.0 -0.63
O -6.1338 4.6150 -6.3959 0.0 0.0 0.0 0.11
O -5.8123 6.7596 -7.0243 0.0 0.0 0.0 0.01
C -4.4466 6.6415 -6.6127 0.1 0.1 0.0 -0.04
H -9.6228 5.1275 -7.5239 0.0 0.0 0.0 0.09
H -8.3127 3.9391 -7.7381 0.0 0.0 0.0 0.10
H -8.7606 4.4834 -6.1039 0.0 0.0 0.0 0.10
H -3.9398 5.8675 -7.1857 0.0 0.0 0.0 0.10
H -4.3855 6.4112 -5.5509 0.0 0.0 0.0 0.10
H -3.9956 7.6085 -6.8118 0.0 0.0 0.0 0.09
C -3.8821 -13.4170 2.5482 0.0 0.0 -0.1 -0.04
O -4.0020 -12.1237 3.1507 0.0 0.0 0.0 0.00
C -4.2253 -12.1498 4.4630 0.0 0.0 0.0 -0.63
O -4.3279 -13.1366 5.1432 0.0 0.0 0.0 0.13
O -4.3167 -10.8915 4.8954 0.0 0.0 0.0 0.00
C -4.5581 -10.7707 6.3006 -0.1 0.1 0.1 -0.04
H -3.7048 -13.2338 1.4931 0.0 0.0 0.0 0.09
H -3.0458 -13.9635 2.9793 0.0 0.0 0.0 0.10
H -4.7996 -13.9869 2.6804 0.0 0.0 0.0 0.10
H -3.7456 -11.2122 6.8740 0.0 -0.1 0.0 0.10
H -5.4997 -11.2442 6.5718 0.0 -0.1 0.0 0.10
H -4.6155 -9.7054 6.5040 0.0 0.0 -0.1 0.09
C 8.2446 1.4053 0.5488 0.0 0.0 -0.1 -0.06
O 9.6012 0.9527 0.6691 0.0 0.1 0.0 0.01
C 10.1169 1.0975 1.8862 0.0 -0.2 0.0 -0.65
O 9.5521 1.5668 2.8418 0.0 0.0 0.0 0.11
O 11.3686 0.6425 1.8679 0.0 0.0 0.0 0.00
C 12.0573 0.7360 3.1206 0.1 0.0 0.0 -0.03
H 7.9586 1.2332 -0.4837 0.1 0.0 0.0 0.09
H 7.5944 0.8405 1.2114 0.0 0.0 0.1 0.05
H 8.1783 2.4682 0.7774 0.0 0.0 0.1 0.10
H 11.5425 0.1542 3.8826 0.0 0.0 0.0 0.10
H 12.1402 1.7728 3.4413 0.0 0.0 0.0 0.09
H 13.0463 0.3268 2.9407 0.0 0.0 0.0 0.10
C -3.5474 -2.3008 -10.3253 0.0 0.0 -0.1 -0.04
O -4.0340 -1.7643 -9.0918 0.0 0.0 0.0 0.00
C -4.6578 -2.6545 -8.3163 0.0 0.0 0.0 -0.63
O -4.8258 -3.8165 -8.5799 0.0 0.0 0.0 0.12
O -5.0572 -2.0348 -7.2100 0.0 0.0 0.0 0.00
C -5.7482 -2.8707 -6.2697 -0.1 0.0 0.1 -0.03
H -3.0717 -1.4715 -10.8397 0.0 0.0 0.0 0.09
H -2.8226 -3.0912 -10.1402 0.0 0.0 0.0 0.10
H -4.3682 -2.6910 -10.9241 0.0 0.0 0.0 0.10
H -5.1026 -3.6788 -5.9320 0.0 0.0 -0.1 0.10
H -6.6513 -3.2813 -6.7177 0.1 0.0 -0.1 0.10
H -5.9959 -2.2282 -5.4326 0.0 0.0 0.0 0.07
C 1.6678 7.4095 -0.2459 -0.1 0.0 0.0 -0.04
O 2.8216 8.2508 -0.1563 0.0 0.0 0.0 0.01
C 3.8104 7.7484 0.5807 0.0 0.0 0.0 -0.62
O 3.7950 6.6855 1.1474 0.0 -0.1 0.0 0.11
O 4.8160 8.6188 0.5846 0.0 0.0 0.0 0.01
C 5.9558 8.2014 1.3446 0.1 0.0 0.0 -0.03
H 0.9600 7.9472 -0.8690 0.0 0.0 0.0 0.09
H 1.9233 6.4571 -0.7066 0.0 0.0 0.0 0.10
H 1.2419 7.2373 0.7408 0.0 0.0 0.0 0.10
H 6.3675 7.2785 0.9405 0.0 0.0 0.0 0.10
H 5.6871 8.0574 2.3892 0.0 0.0 0.0 0.10
H 6.6800 9.0044 1.2523 0.0 0.0 0.0 0.09
C 11.4968 4.0914 1.5478 -0.1 0.0 0.0 -0.02
O 12.7973 4.3505 2.0881 0.0 0.0 0.0 0.01
C 13.5149 5.2330 1.3962 0.0 0.0 0.0 -0.62
O 13.1603 5.8050 0.3986 0.0 0.0 0.0 0.12
O 14.6954 5.3760 1.9987 0.0 0.0 0.0 0.00
C 15.5748 6.3033 1.3550 0.1 0.0 0.0 -0.04
H 11.0351 3.3695 2.2123 0.0 0.1 0.1 0.07
H 10.8989 5.0008 1.5289 0.1 0.0 -0.1 0.10
H 11.5751 3.6786 0.5432 0.0 0.0 0.0 0.11
H 15.1327 7.2974 1.3317 0.0 0.0 0.0 0.10
H 15.7981 5.9784 0.3407 0.0 0.0 0.0 0.10
H 16.4811 6.3118 1.9524 0.0 0.0 0.0 0.09
```
Positions in Å, forces in eV/Å.

Values from the calculation:
E_HOMO in eV: -7.5